Entry from the OMol25 dataset: a structure of composition C40H28Br4IN10O5W (ωB97M-V/def2-TZVPD).

XYZ file:
```
89
Properties=species:S:1:pos:R:3:forces:R:3:lowdin_charge:R:1
W -0.90760 -0.85195 1.34968 0.546 0.554 0.852 1.8424
C -5.20269 -0.43285 0.17283 -0.004 -0.027 -0.039 0.0214
C -4.43965 -1.56978 -0.43147 -0.191 0.022 -0.015 -0.2306
N -4.92258 -2.16005 -1.52535 0.085 -0.081 0.043 0.1780
C -4.28902 -3.18937 -2.07813 -0.086 0.081 0.042 -0.0214
C -3.09848 -3.72145 -1.59072 -0.065 -0.075 -0.197 -0.1002
C -2.40657 -4.87223 -2.27857 0.028 0.028 0.023 -0.1498
O -0.98755 -4.71754 -2.18581 -0.044 0.099 -0.030 -0.0683
C -2.56147 -3.10643 -0.46552 0.348 -0.263 0.159 -0.0752
C -1.39258 -3.64930 0.20817 -0.224 -0.129 0.029 0.0345
N -0.66221 -2.97581 1.03185 0.021 0.014 -0.310 -0.0986
C 0.32664 -3.65936 1.81914 0.020 -0.065 -0.149 -0.3616
C 1.32576 -4.42469 1.23768 0.017 -0.030 -0.002 -0.0068
C 2.25865 -5.04852 2.05441 0.010 0.010 0.038 -0.0151
C 2.19720 -4.90219 3.43554 0.006 0.003 0.003 -0.0176
C 1.19411 -4.13957 4.02561 0.039 -0.090 -0.075 -0.0923
C 0.27130 -3.52556 3.19926 0.068 -0.049 0.052 -0.5931
I -1.33841 -2.44389 3.97456 0.023 -0.100 -0.006 1.3131
C -3.24385 -2.03219 0.09887 0.036 0.308 0.280 -0.1961
O -2.67132 -1.39121 1.18457 -0.349 0.018 -0.291 -0.2598
H -5.84269 0.01055 -0.58605 0.002 -0.009 0.002 0.1019
H -4.54409 0.33025 0.58969 0.020 -0.002 -0.011 0.0752
H -5.84383 -0.79598 0.97904 0.004 -0.007 -0.003 0.1073
H -4.74999 -3.61158 -2.96447 0.001 0.029 -0.014 0.1419
H -2.73507 -4.92714 -3.31548 -0.023 0.020 -0.001 0.1412
H -2.69171 -5.81491 -1.80284 -0.010 -0.018 0.028 0.1460
H -0.60559 -4.77330 -3.06720 0.015 -0.074 0.016 0.1076
H -1.17402 -4.70739 0.09908 -0.035 -0.004 -0.030 0.1648
H 1.36207 -4.54105 0.15981 -0.001 0.018 0.012 0.1317
H 3.03718 -5.65469 1.61109 -0.008 -0.005 0.010 0.1304
H 2.92609 -5.39510 4.06480 -0.007 -0.001 -0.003 0.1330
H 1.12860 -4.05749 5.10203 0.014 0.026 -0.003 0.1206
C 3.89515 -1.39133 -1.38994 -0.059 -0.006 0.093 -0.0195
N 3.00553 -1.35171 -0.21077 0.260 0.089 0.165 -0.0718
C 1.69619 -1.38446 -0.24027 0.196 0.037 -0.190 -0.1095
N 1.22721 -1.09722 0.98112 -0.403 0.154 0.156 -0.0534
C 2.36160 -0.93412 1.73835 0.306 -0.175 -0.006 -0.1645
N 3.45328 -1.04952 1.03594 -0.220 -0.191 -0.086 0.1955
C 3.42533 -0.37718 -2.41056 0.007 -0.009 -0.051 -0.2038
C 3.62893 -0.61255 -3.76425 -0.068 0.004 -0.055 -0.0121
C 3.18326 0.30840 -4.70580 -0.010 0.002 0.002 -0.0276
C 2.51951 1.45867 -4.30849 0.042 -0.028 -0.042 0.0038
C 2.32303 1.69686 -2.95215 -0.071 0.116 -0.015 -0.1306
C 2.78804 0.78800 -2.00904 0.003 0.019 0.002 0.0125
C 1.64100 2.91251 -2.50133 0.164 -0.268 -0.038 -0.2995
N 1.08686 3.84303 -3.18763 -0.205 0.329 0.258 0.1601
N 0.61648 4.78580 -2.25613 0.191 -0.278 -0.325 0.1455
C 0.93307 4.33020 -1.10008 -0.018 0.120 0.311 -0.3025
O 1.57605 3.13313 -1.16235 -0.008 -0.004 -0.046 0.1093
C 0.70393 4.89879 0.22920 0.000 0.054 -0.177 -0.1627
C 0.30989 6.22476 0.37994 -0.010 0.030 0.052 0.0063
C 0.09749 6.72653 1.65458 0.000 -0.032 -0.030 -0.0187
C 0.27134 5.91559 2.77194 -0.090 0.014 -0.056 -0.0013
C 0.66201 4.59180 2.61676 0.007 0.088 0.004 -0.2004
C 0.89791 3.73154 3.83490 -0.028 -0.155 -0.001 -0.0192
N 0.28162 2.39671 3.66081 -0.149 0.208 0.209 -0.0463
C 0.71612 1.36485 2.97908 -0.072 0.089 0.076 -0.1135
N -0.21325 0.38929 3.01534 -0.377 -0.096 -0.195 -0.1436
C -1.23358 0.96337 3.75405 -0.049 0.064 0.249 -0.2236
N -0.96429 2.16473 4.15591 0.294 -0.124 -0.214 0.2044
C 0.88012 4.09325 1.34323 0.104 -0.035 0.026 -0.0117
H 3.86635 -2.39914 -1.80112 0.047 -0.023 0.007 0.1401
H 4.89914 -1.20356 -1.01273 -0.013 0.058 0.017 0.1493
H 1.12070 -1.57961 -1.13047 -0.017 0.035 0.009 0.1391
H 2.36377 -0.76948 2.80242 0.000 0.014 0.014 0.1318
H 4.13445 -1.51317 -4.09268 0.002 0.009 0.006 0.1283
H 3.35148 0.12170 -5.75773 0.006 0.004 0.005 0.1260
H 2.16829 2.18001 -5.03488 -0.005 -0.010 0.005 0.1304
H 2.65766 1.01949 -0.95823 0.018 0.010 -0.005 0.1213
H 0.18104 6.84804 -0.49511 -0.005 0.003 0.009 0.1343
H -0.20496 7.75670 1.78357 0.007 -0.002 0.000 0.1267
H 0.09894 6.32092 3.76164 0.008 0.000 -0.009 0.1296
H 0.42804 4.14826 4.72136 0.024 0.033 0.009 0.1416
H 1.95864 3.58506 4.04106 -0.005 -0.057 -0.036 0.1493
H 1.67838 1.32751 2.50226 0.003 0.021 -0.068 0.1384
H -2.16865 0.47767 3.98475 0.000 0.003 -0.006 0.1083
H 1.19519 3.06898 1.18357 0.011 0.023 0.018 0.1015
Br -1.62211 2.06062 -4.88342 -0.003 0.021 -0.072 0.8707
C -1.60763 1.75720 -3.05147 -0.007 0.024 0.101 -0.7240
C -2.03678 2.77863 -2.15119 0.032 -0.113 -0.087 -0.7265
Br -2.67443 4.38740 -2.81109 -0.075 0.092 -0.038 0.8894
C -1.99878 2.57945 -0.77123 -0.050 -0.092 -0.027 -0.6417
Br -2.58861 3.80246 0.50295 -0.088 0.049 0.021 0.9328
C -1.54354 1.34675 -0.33535 -0.052 0.069 -0.012 -0.3258
O -1.35438 0.94755 0.93092 0.110 -0.006 0.032 -0.1865
C -1.18437 0.33980 -1.20701 0.200 -0.286 -0.210 -0.3085
O -0.83299 -0.78779 -0.53766 -0.191 -0.162 -0.185 -0.2294
C -1.18370 0.51700 -2.57784 0.036 0.049 -0.049 -0.6339
Br -0.58756 -0.88639 -3.66372 0.014 0.017 0.064 0.8810
```
Positions in Å, forces in eV/Å.

Output
Net charge: +3
DFT total energy: -357144.192 eV
Maximum force: 0.0224 hartree/bohr
ΔE to the lowest compared entry with this formula, charge and spin: 0.0 kJ/mol
Multiplicity: 1
E_HOMO (spin up / spin down): -15.332 / -15.332 eV
Gap between HOMO and LUMO (spin up / spin down): 4.0 / 4.0 eV